DFT (ωB97M-V/def2-TZVPD) results for a cluster of 3 separate species, C3H9O4 in total in a non-equilibrium geometry.

XYZ file:
```
16
C3H9O4 (ωB97M-V/def2-TZVPD)
H -1.84033 0.86838 -0.32693
O 0.52990 -0.50551 3.21352
H 2.45083 1.76426 0.49118
H -0.74321 1.28897 -1.70440
H 0.38486 -1.43319 3.30683
O 1.32801 0.40626 -0.98330
O 2.87662 1.24858 1.19206
H -1.19635 -1.00006 -2.58167
H 0.87833 -0.47343 2.29170
H -1.98032 -1.45643 -1.11005
C -1.07677 0.49943 -1.01082
O 0.17044 -0.78617 0.53991
C 0.26226 0.03572 -0.42768
C -1.80631 -0.58702 -1.76355
H 2.56750 0.36539 0.91304
H -2.80546 -0.23518 -2.03986
```

Output
Total charge: -1
Spin multiplicity: 1
Energy above the lowest of the compared OMol25 structures with the same formula, charge and spin: 24.0 kJ/mol
HOMO level: -0.1747 Ha
Orbital gap: 8.80 eV

natural (NBO) atomic charge list, values in e, 8 entries:
1 H 0.197
2 O -0.972
3 H 0.478
4 H 0.197
5 H 0.447
6 O -0.794
7 O -0.977
8 H 0.198